DFT (ωB97M-V with the def2-TZVPD basis set) results for a structure of composition C59H54N6O11P2ReS2.

## Properties
Electronic energy (Eh): -4994.195340
Gap between HOMO and LUMO (spin up / spin down) (eV): 5.92 / 5.00
LUMO (spin up / spin down) (eV): -5.7 / -6.6
Charge: +2
⟨S²⟩: 3.77
E_HOMO (spin up / spin down) (eV): -11.63 / -11.63
Spin multiplicity: 4
Largest force on an atom (eV/Å): 2.404

Last column: Löwdin charge in e.
Atoms and positions in Å:
Re  0.209670  -0.281484  1.568706  1.816
C  -12.748884  2.628996  5.029158  -0.055
O  -12.198306  1.768398  4.050206  -0.053
C  -10.886172  1.719700  3.843481  -0.265
C  -9.927669  2.451766  4.561616  -0.001
C  -8.587597  2.303475  4.286995  -0.021
C  -8.143602  1.431320  3.284480  -0.162
C  -9.108456  0.719794  2.546224  -0.008
C  -10.443600  0.858893  2.817471  0.025
C  -6.749970  1.229716  2.986522  -0.228
N  -6.317652  0.478328  1.989550  0.194
C  -4.974014  0.510587  2.039056  -0.156
C  -4.546130  1.318095  3.115535  -0.112
N  -5.696161  1.765256  3.693614  0.197
C  -3.176852  1.517532  3.425274  -0.039
C  -2.651928  2.264992  4.492603  0.060
C  -1.284636  2.332622  4.650633  0.016
C  -0.446000  1.660720  3.762689  -0.059
N  -0.915165  0.960167  2.743728  -0.052
C  -2.253547  0.873632  2.562272  -0.133
C  -2.675903  0.066549  1.462922  -0.136
N  -1.686817  -0.514108  0.737109  -0.051
C  -2.036964  -1.315417  -0.258610  -0.078
C  -3.363039  -1.573834  -0.599784  0.019
C  -4.381365  -0.984577  0.119450  0.070
C  -4.041659  -0.143979  1.184555  -0.041
H  -13.827109  2.498439  4.956323  0.101
H  -12.492848  3.672609  4.826582  0.100
H  -12.424463  2.359837  6.038800  0.102
H  -10.233097  3.134976  5.336404  0.109
H  -7.880813  2.880573  4.863307  0.106
H  -8.770112  0.055012  1.768471  0.112
H  -11.185486  0.315541  2.255863  0.126
H  -5.766591  2.366150  4.499165  0.161
H  -3.310855  2.768132  5.183527  0.131
H  -0.849810  2.890640  5.462812  0.129
H  0.626972  1.675532  3.891640  0.116
H  -1.230033  -1.783732  -0.802482  0.097
H  -3.576771  -2.243068  -1.417788  0.126
H  -5.425448  -1.151398  -0.091832  0.136
C  3.690143  -8.170738  -0.635351  -0.033
C  3.173921  -6.771217  -0.628181  -0.251
C  3.380676  -5.940951  0.471096  -0.010
C  2.888785  -4.647437  0.499075  -0.050
C  2.177557  -4.178166  -0.590389  -0.341
C  1.956628  -4.988205  -1.695545  -0.068
C  2.454644  -6.275619  -1.712444  -0.013
S  1.515707  -2.509837  -0.766138  1.078
O  1.251361  -1.999004  0.623798  -0.621
C  3.087294  -1.722459  -1.196618  -0.291
C  4.071333  -1.512324  -0.222551  -0.044
C  5.212164  -0.837945  -0.568080  0.012
C  5.394528  -0.329800  -1.873535  -0.158
C  6.511272  0.466487  -2.204542  -0.019
C  6.604698  1.052287  -3.436955  -0.052
C  5.602876  0.846751  -4.397418  -0.044
C  4.534943  0.035371  -4.130260  0.003
C  4.397673  -0.561679  -2.860604  -0.122
C  3.238752  -1.293926  -2.495521  -0.164
C  2.136640  -1.541524  -3.439042  -0.176
C  2.258146  -2.464829  -4.509380  -0.114
C  3.453631  -3.173854  -4.755115  -0.010
C  3.515989  -4.111563  -5.749980  -0.049
C  2.392124  -4.379325  -6.545108  -0.053
C  1.220484  -3.702761  -6.333673  -0.016
C  1.118087  -2.732287  -5.316371  -0.150
C  -0.087949  -2.042126  -5.067183  0.007
C  -0.181912  -1.157412  -4.028727  -0.050
C  0.928193  -0.919805  -3.215247  -0.306
S  0.701569  0.128716  -1.742203  0.963
O  -0.662700  0.651962  -1.910043  -0.487
C  1.824034  1.456710  -2.242596  -0.332
C  1.551150  2.302634  -3.300184  -0.043
C  2.427186  3.338386  -3.575085  -0.023
C  3.574768  3.528305  -2.807570  -0.267
C  4.507139  4.662660  -3.087304  -0.029
C  3.826179  2.663122  -1.747553  -0.024
C  2.954428  1.629832  -1.466228  -0.099
H  4.617949  -8.248156  -0.076252  0.087
H  3.850796  -8.527572  -1.648728  0.085
H  2.962586  -8.830053  -0.163274  0.097
H  3.945250  -6.313545  1.311899  0.124
H  3.054299  -4.015501  1.357256  0.100
H  1.403062  -4.597799  -2.536115  0.109
H  2.283656  -6.903780  -2.572915  0.123
H  3.908276  -1.851931  0.789376  0.103
H  5.976463  -0.655792  0.172275  0.128
H  7.275453  0.624935  -1.457698  0.121
H  7.446152  1.681733  -3.680774  0.114
H  5.679535  1.335205  -5.355566  0.115
H  3.774028  -0.136673  -4.876186  0.127
H  4.319038  -2.965701  -4.145212  0.120
H  4.433464  -4.651319  -5.926603  0.113
H  2.456968  -5.125425  -7.320827  0.113
H  0.348962  -3.900794  -6.937606  0.119
H  -0.939478  -2.227300  -5.704195  0.123
H  -1.095423  -0.625788  -3.810413  0.108
H  0.662506  2.146241  -3.891764  0.126
H  2.223496  4.004191  -4.401319  0.125
H  4.596398  4.833730  -4.156578  0.088
H  5.492762  4.457475  -2.677015  0.082
H  4.129022  5.580658  -2.633819  0.089
H  4.709503  2.799061  -1.139928  0.123
H  3.132345  0.961656  -0.639913  0.097
O  3.331880  -1.908326  3.615942  -0.071
P  2.466465  -0.598341  3.792199  0.242
O  3.085582  0.496081  4.529301  -0.213
O  2.026059  -0.164769  2.376858  -0.429
O  1.094405  -1.090856  4.516192  -0.232
P  0.081115  -2.250483  4.058770  0.248
O  1.088927  -3.469892  3.722243  -0.106
O  -0.904147  -2.572804  5.076685  -0.203
O  -0.480358  -1.801689  2.699116  -0.363
H  2.779365  -2.694933  3.528979  0.041
H  0.737859  -4.265757  4.122164  0.105
C  3.060875  2.634258  1.865768  -0.019
N  1.964168  3.397438  1.308638  -0.090
C  1.970042  4.796979  1.677250  -0.019
C  0.969761  2.815446  0.624130  -0.444
O  0.842416  1.552732  0.556082  -0.194
N  0.064411  3.608355  -0.008297  -0.111
C  0.434083  4.719440  -0.865370  -0.031
C  -1.249422  3.071586  -0.296798  -0.023
H  3.035934  2.644316  2.958325  0.095
H  4.005111  3.069462  1.537144  0.105
H  2.992666  1.602909  1.538447  0.059
H  2.183736  4.878286  2.744785  0.105
H  1.005416  5.251835  1.483298  0.088
H  2.745239  5.350851  1.143044  0.106
H  1.511645  4.835823  -0.896499  0.087
H  -0.036633  5.647274  -0.531260  0.102
H  0.090123  4.508210  -1.880921  0.099
H  -1.478406  2.286976  0.417739  0.065
H  -1.314105  2.637327  -1.295048  0.079
H  -1.974543  3.879701  -0.204505  0.107

Atomic forces in eV per Å
Re 1.903 -0.955 -0.706
C -0.100 0.245 0.250
O -0.217 -0.262 -0.273
C 0.884 -0.051 -0.166
C -0.610 -0.026 0.051
C 0.335 -0.435 -0.493
C -0.765 0.295 0.360
C 0.324 0.204 0.247
C -0.276 0.256 0.312
C 0.367 -0.133 -0.194
N -0.291 -0.143 -0.189
C 0.395 0.763 0.993
C 0.231 -0.627 -0.883
N -0.292 0.040 0.074
C 0.111 -0.227 -0.391
C 0.449 -0.122 -0.143
C -0.351 0.037 -0.048
C 0.432 0.289 0.341
N -0.156 0.211 0.421
C -0.748 0.047 0.038
C -0.654 0.090 0.146
N -0.630 -0.102 -0.290
C 0.267 -0.156 -0.172
C -0.313 0.156 0.166
C 0.386 -0.091 -0.116
C 0.628 0.264 0.295
H 0.117 0.050 0.020
H -0.013 -0.055 -0.007
H 0.051 -0.036 -0.103
H -0.056 0.060 0.104
H 0.078 0.121 0.117
H -0.029 -0.081 -0.096
H -0.097 -0.092 -0.063
H -0.094 -0.093 -0.065
H -0.019 0.062 0.089
H 0.100 0.019 0.079
H 0.139 0.026 0.043
H -0.002 -0.050 -0.068
H 0.046 -0.033 -0.068
H -0.105 -0.088 -0.108
C -0.028 -0.114 0.048
C -0.077 0.159 -0.127
C -0.045 0.136 -0.049
C -0.012 0.142 0.157
C -0.541 0.193 -0.147
C -0.149 0.228 0.009
C 0.130 0.005 0.115
S 1.650 -1.235 -0.963
O -0.914 1.100 1.933
C -0.393 0.157 -0.631
C 0.299 0.174 0.301
C -0.312 -0.244 0.202
C -0.168 -0.065 -0.341
C 0.046 0.060 -0.108
C 0.088 -0.025 0.269
C -0.258 -0.158 -0.127
C 0.074 0.107 -0.080
C 0.298 -0.029 0.318
C 0.038 -0.257 0.405
C -0.550 0.250 -0.243
C -0.256 -0.031 -0.035
C 0.133 -0.174 -0.139
C 0.169 0.220 0.301
C -0.449 0.085 -0.066
C 0.200 -0.182 -0.166
C 0.224 0.084 0.163
C 0.071 0.112 0.163
C -0.325 0.051 -0.082
C 0.610 -0.106 0.118
S 0.856 0.514 -1.947
O -1.142 0.150 0.130
C 0.090 -0.358 0.657
C -0.197 -0.135 -0.051
C 0.028 -0.112 -0.001
C -0.036 -0.034 0.135
C -0.010 0.036 -0.028
C -0.079 0.089 -0.066
C -0.123 0.195 0.022
H 0.096 -0.052 0.019
H 0.049 -0.040 -0.051
H -0.023 -0.106 0.037
H 0.055 -0.023 0.129
H 0.014 0.062 0.131
H -0.117 -0.025 -0.196
H -0.019 -0.063 -0.110
H 0.056 -0.009 0.123
H 0.090 -0.013 0.108
H 0.093 0.021 0.060
H 0.123 0.049 0.014
H 0.026 0.015 -0.153
H -0.075 0.033 -0.097
H 0.123 -0.044 0.056
H 0.100 -0.035 -0.005
H -0.024 -0.068 -0.109
H -0.088 -0.068 -0.131
H -0.104 -0.032 -0.061
H -0.137 0.030 -0.039
H -0.153 0.035 -0.134
H -0.018 0.053 -0.093
H 0.057 0.075 -0.084
H 0.081 0.070 -0.003
H 0.062 0.063 -0.016
H 0.120 0.009 0.021
H 0.128 -0.079 0.143
O 0.097 0.602 0.057
P 0.820 0.196 1.254
O -0.029 -0.222 0.024
O -1.490 -0.010 -0.813
O 0.210 -0.149 -0.395
P 0.012 -0.654 1.289
O -0.168 0.679 -0.216
O 0.007 -0.008 -0.069
O 0.463 1.366 -1.417
H -0.134 -0.474 0.053
H -0.007 -0.557 0.251
C 0.315 -0.366 -0.036
N -0.388 -0.390 -0.186
C -0.055 0.405 0.102
C -0.130 1.191 0.059
O -0.562 -1.717 0.914
N 0.219 -0.514 0.070
C 0.075 0.302 -0.052
C -0.294 -0.140 -0.090
H -0.047 0.006 -0.046
H 0.028 0.015 -0.004
H 0.131 0.121 0.014
H 0.010 -0.065 -0.028
H -0.007 0.016 0.032
H -0.035 -0.047 -0.044
H 0.095 0.063 -0.001
H 0.082 0.000 -0.022
H 0.039 -0.031 0.054
H -0.154 0.063 -0.010
H 0.061 0.087 0.061
H -0.048 0.010 0.084